(1)
{
  "formula": "C54H62As4N3O8Pd",
  "method": "ωB97M-V/def2-TZVPD",
  "largest_force_ha_per_bohr": 0.0240,
  "spin_multiplicity": 5,
  "total_charge": 1,
  "gap_ev": [7.48, 6.50],
  "relative_energy_ev": 2.894,
  "species": ["Pd", "C", "C", "As", "C", "C", "C", "C", "C", "C", "C", "C", "C", "C", "C", "C", "As", "C", "C", "C", "C", "C", "C", "C", "C", "C", "C", "C", "C", "H", "H", "H", "H", "H", "H", "H", "H", "H", "H", "H", "H", "H", "H", "H", "H", "H", "H", "H", "H", "H", "H", "H", "H", "N", "C", "C", "C", "C", "C", "C", "H", "H", "H", "H", "H", "C", "C", "N", "C", "C", "N", "H", "H", "H", "H", "H", "H", "C", "C", "C", "C", "H", "H", "H", "H", "H", "H", "H", "H", "H", "C", "O", "C", "O", "C", "C", "As", "C", "C", "C", "As", "C", "C", "O", "O", "C", "C", "O", "O", "C", "C", "O", "O", "C", "H", "H", "H", "H", "H", "H", "H", "H", "H", "H", "H", "H", "H", "H", "H", "H", "H", "H"],
  "xyz": [[0.68, 0.31, -1.18], [2.00, 1.21, 1.95], [0.49, 1.12, 2.03], [-0.24, -0.40, 3.07], [0.22, 0.26, 4.86], [1.03, -0.54, 5.67], [1.40, -0.10, 6.94], [0.95, 1.12, 7.41], [0.13, 1.91, 6.61], [-0.23, 1.48, 5.35], [-2.10, 0.12, 2.98], [-3.11, -0.85, 3.51], [-5.44, -0.82, 2.19], [-5.72, 0.47, 2.07], [-4.77, 1.60, 2.23], [-2.62, 1.49, 2.69], [2.65, -0.06, 0.60], [4.44, 0.65, 0.34], [5.55, -0.20, 0.39], [6.82, 0.31, 0.16], [7.00, 1.65, -0.12], [5.90, 2.50, -0.16], [4.62, 2.00, 0.06], [2.98, -1.63, 1.69], [3.39, -1.52, 3.02], [3.63, -2.67, 3.77], [3.46, -3.92, 3.20], [3.07, -4.03, 1.88], [2.83, -2.89, 1.13], [2.48, 1.06, 2.91], [2.29, 2.20, 1.59], [0.12, 0.94, 1.02], [0.07, 2.06, 2.41], [1.37, -1.50, 5.31], [2.03, -0.73, 7.56], [1.23, 1.45, 8.40], [-0.23, 2.86, 6.99], [-0.87, 2.11, 4.74], [-2.57, -1.67, 3.97], [-6.23, -1.53, 1.98], [-6.74, 0.72, 1.81], [-5.30, 2.53, 2.03], [-1.88, 2.28, 2.75], [5.42, -1.25, 0.61], [7.67, -0.36, 0.20], [7.99, 2.05, -0.29], [6.04, 3.56, -0.36], [3.78, 2.67, 0.03], [3.54, -0.56, 3.48], [3.95, -2.57, 4.80], [3.65, -4.81, 3.79], [2.94, -5.01, 1.42], [2.52, -2.99, 0.09], [-0.04, 0.54, -3.05], [-0.95, 1.25, -3.67], [-1.06, 1.25, -5.09], [-2.03, 2.00, -5.70], [-2.91, 2.77, -4.94], [-2.82, 2.79, -3.55], [-1.85, 2.06, -2.91], [-0.38, 0.63, -5.67], [-2.12, 1.99, -6.78], [-3.68, 3.35, -5.44], [-3.51, 3.38, -2.96], [-1.77, 2.05, -1.83], [2.97, 2.16, -2.97], [2.18, 2.93, -1.98], [1.26, 2.45, -1.17], [0.78, 3.51, -0.43], [1.42, 4.65, -0.81], [2.30, 4.26, -1.79], [2.96, 1.10, -2.70], [4.01, 2.50, -2.99], [2.55, 2.26, -3.97], [0.01, 3.38, 0.31], [1.33, 5.67, -0.48], [2.94, 4.86, -2.29], [0.99, -2.35, -3.54], [1.10, -2.55, -2.03], [0.74, -3.99, -1.67], [0.19, -1.62, -1.23], [1.55, -3.12, -4.07], [1.38, -1.38, -3.85], [-0.05, -2.42, -3.85], [2.15, -2.38, -1.74], [-0.30, -4.18, -1.93], [0.85, -4.18, -0.60], [1.37, -4.70, -2.21], [0.19, -1.89, -0.17], [-0.83, -1.67, -1.62], [-2.62, -5.10, 0.54], [-2.87, -3.86, 1.21], [-3.04, -2.78, 0.43], [-2.85, -2.80, -0.77], [-3.44, -1.58, 1.14], [-4.11, -1.51, 2.49], [-3.88, 0.31, 4.95], [-5.75, -0.23, 5.22], [-3.91, 1.71, 3.54], [-3.46, 1.53, 1.38], [-2.97, 0.02, 0.14], [-4.44, 0.02, -1.17], [-3.31, 2.75, 0.52], [-3.99, 2.96, -0.45], [-2.34, 3.60, 0.90], [-2.31, 4.84, 0.19], [-4.13, 3.04, 4.21], [-4.71, 3.17, 5.26], [-3.65, 4.07, 3.50], [-3.89, 5.36, 4.07], [-4.54, -2.91, 2.99], [-5.45, -3.51, 2.50], [-3.83, -3.35, 4.03], [-4.19, -4.65, 4.53], [-2.88, -5.88, 1.24], [-1.57, -5.16, 0.27], [-3.23, -5.17, -0.36], [-5.92, -1.25, 4.88], [-6.44, 0.43, 4.69], [-5.94, -0.17, 6.29], [-5.40, 0.12, -0.68], [-4.37, -0.94, -1.69], [-4.29, 0.84, -1.87], [-1.65, 5.49, 0.76], [-3.31, 5.26, 0.12], [-1.91, 4.69, -0.82], [-3.37, 6.07, 3.44], [-3.50, 5.40, 5.09], [-4.96, 5.58, 4.09], [-3.91, -4.66, 5.58], [-3.63, -5.41, 3.98], [-5.26, -4.82, 4.41]],
  "mulliken_spin": [0.09, 0.00, -0.07, -0.01, 0.06, 0.01, 0.00, 0.00, 0.00, 0.00, 0.70, 0.05, 0.09, 0.04, 0.05, 0.06, -0.01, 0.00, 0.00, 0.00, 0.00, 0.00, 0.00, 0.00, 0.00, 0.00, 0.00, 0.00, 0.00, 0.00, 0.00, 0.09, 0.01, 0.00, 0.00, 0.00, 0.00, 0.00, 0.03, 0.00, 0.00, 0.00, -0.01, 0.00, 0.00, 0.00, 0.00, 0.00, 0.00, 0.00, 0.00, 0.00, 0.00, 1.28, -0.01, 0.29, -0.09, 0.24, -0.13, 0.12, 0.00, 0.00, 0.01, 0.01, 0.12, 0.00, -0.02, -0.02, -0.01, 0.00, 0.00, 0.00, 0.00, 0.00, 0.01, 0.00, 0.00, 0.03, -0.06, 0.01, 0.15, 0.00, 0.00, -0.01, 0.00, 0.00, 0.00, 0.00, 0.00, -0.01, 0.00, 0.02, 0.22, 0.13, 0.16, 0.11, 0.04, 0.02, 0.00, -0.05, 0.16, 0.09, 0.01, 0.00, 0.01, 0.00, 0.02, 0.00, 0.00, 0.00, 0.01, 0.00, -0.01, 0.00, 0.00, 0.00, 0.00, 0.00, 0.00, 0.00, -0.01, -0.01, 0.00, 0.00, 0.00, 0.00, 0.00, 0.00, 0.00, 0.00, 0.00, 0.00]
}

---

(2)
{
  "formula": "C7H8N3O3S2",
  "method": "ωB97M-V/def2-TZVPD",
  "largest_force_ha_per_bohr": 0.0970,
  "spin_multiplicity": 1,
  "total_charge": 1,
  "gap_ev": 6.61,
  "relative_energy_ev": 4.163,
  "species": ["C", "C", "C", "C", "C", "C", "C", "N", "N", "N", "O", "O", "O", "S", "S", "H", "H", "H", "H", "H", "H", "H", "H"],
  "xyz": [[-2.66, 2.16, 0.97], [-3.53, 2.00, -0.11], [-1.71, 1.14, 0.99], [-3.05, 0.87, -0.70], [-0.57, 0.75, 1.78], [0.51, -0.86, -1.79], [3.18, -0.81, -1.43], [-0.38, -1.40, 1.19], [-3.62, 0.06, -1.72], [-0.02, -0.41, 1.90], [-4.73, 0.36, -2.10], [-2.90, -0.83, -2.15], [-2.09, 0.32, 0.02], [-0.67, -0.62, -2.75], [1.56, -1.35, -0.63], [-2.73, 3.00, 1.57], [-4.44, 2.43, -0.35], [-0.18, 1.44, 2.51], [3.20, 0.11, -1.97], [3.83, -1.48, -2.05], [3.78, -0.63, -0.53], [-1.39, -1.49, 1.08], [0.14, -2.21, 1.57]],
  "lowdin_charge": [0.05, 0.09, -0.19, -0.22, -0.06, -0.91, -0.29, -0.08, -0.31, -0.06, 0.16, -0.11, 0.06, 1.11, 1.00, 0.10, 0.12, 0.12, 0.04, 0.08, 0.05, 0.13, 0.12]
}

---

(3)
{
  "formula": "C4H5BrN2O2",
  "method": "ωB97M-V/def2-TZVPD",
  "largest_force_ha_per_bohr": 0.0653,
  "spin_multiplicity": 1,
  "gap_ev": 10.16,
  "relative_energy_ev": 3.357,
  "species": ["C", "C", "C", "C", "N", "N", "O", "O", "Br", "H", "H", "H", "H", "H"],
  "xyz": [[0.51, -0.48, 2.68], [1.39, -1.68, 0.46], [1.03, -0.25, -0.03], [-0.82, 0.98, -0.93], [0.14, 0.58, 2.96], [0.66, -2.64, 0.35], [1.78, 0.66, -0.27], [-0.28, -0.21, -0.32], [3.28, -1.70, 1.22], [0.05, 1.42, -1.42], [-1.15, 1.80, -0.34], [-1.54, 0.68, -1.61], [-0.43, 1.41, 3.22], [1.09, -3.55, 0.47]],
  "lowdin_charge": [-0.02, -0.69, -0.58, -0.01, 0.11, 0.15, 0.08, -0.05, 0.58, 0.09, 0.08, 0.07, 0.12, 0.08]
}